This record from OMol25 describes a molecular structure, C37H32N6O2S2Ta in a non-equilibrium geometry. The level of theory is the ωB97M-V functional and the def2-TZVPD basis.

```
80
Properties=species:S:1:pos:R:3:mulliken_charge:R:1
Ta -0.50398 0.68151 -1.21580 1.45
C -2.81718 -3.04203 0.31885 -0.85
C -3.37386 -2.67960 1.53872 -0.48
C -3.21042 -1.38588 1.97349 -0.55
C -2.52525 -0.45025 1.18269 0.26
N -2.01806 -0.80784 -0.02024 -0.19
C -2.14537 -2.08809 -0.40791 -0.24
N -2.40866 0.78789 1.74805 -0.38
C -1.99415 1.87489 1.22965 0.18
N -1.56270 2.13337 -0.07495 -0.10
C -1.22977 3.49084 -0.13764 0.09
N -0.94973 4.19809 -1.15762 -0.43
C -0.88803 3.78480 -2.45586 0.38
C -1.11160 4.78866 -3.41359 -0.76
C -1.00256 4.50281 -4.75082 -0.36
C -0.63455 3.21084 -5.12090 -0.99
C -0.44119 2.27146 -4.14072 -0.03
N -0.58862 2.52094 -2.82647 -0.07
C -1.37110 4.08932 1.19295 0.32
C -1.14866 5.37857 1.63427 -0.48
C -1.47121 5.65923 2.95569 -0.59
C -2.01663 4.68332 3.78749 -0.69
C -2.23887 3.38991 3.33351 -0.12
C -1.89192 3.10600 2.02648 0.17
H -2.89453 -4.04630 -0.07057 0.46
H -3.90837 -3.39684 2.14825 0.47
H -3.59094 -1.03997 2.92234 0.54
H -1.68882 -2.35599 -1.34767 0.36
H -1.35971 5.77082 -3.04082 0.52
H -1.17447 5.26722 -5.49647 0.44
H -0.49556 2.93815 -6.15681 0.47
H -0.15355 1.26846 -4.41285 0.38
H -0.74107 6.13029 0.97211 0.53
H -1.30438 6.65513 3.34423 0.43
H -2.27562 4.94595 4.80454 0.42
H -2.67378 2.62960 3.96854 0.56
C 2.04180 -1.12055 -4.91078 -1.73
C 0.94023 -0.82397 -3.92357 0.86
S 1.46533 -0.16313 -2.39048 -0.29
C -0.36333 -1.02019 -4.18699 0.53
C -0.89787 -1.62644 -5.45488 -1.59
S -1.60614 -0.58336 -3.02432 -0.28
H 2.98621 -0.72976 -4.53887 0.51
H 1.83257 -0.64885 -5.87192 0.37
H 2.15919 -2.19249 -5.07614 0.33
H -0.15185 -1.62112 -6.24690 0.40
H -1.78064 -1.08141 -5.78890 0.37
H -1.19852 -2.66182 -5.28021 0.31
C -0.15089 -5.89277 1.80448 -1.70
C 0.63367 -4.69407 1.34020 1.29
C 1.26376 -4.72426 0.09969 -1.07
C 2.02874 -3.65160 -0.32761 -1.02
C 2.20605 -2.55220 0.49202 -0.34
C 1.58365 -2.50472 1.73251 -0.39
N 1.82065 -1.47290 2.66027 0.16
C 2.51265 -0.28192 2.57652 0.22
C 3.39731 -0.02648 3.64237 -0.96
C 4.18690 1.09521 3.69253 -0.59
C 4.14264 2.03780 2.66353 -0.87
C 3.25503 1.84901 1.63820 -0.79
C 2.40381 0.72905 1.58542 0.29
C 1.34790 0.79056 0.59122 1.38
O 0.39501 -0.07395 0.53665 0.03
O 1.27296 1.74069 -0.25153 -0.81
C 0.76256 -3.56424 2.15347 1.31
C 0.06431 -3.47803 3.48791 -2.05
H -0.17334 -6.66451 1.03689 0.42
H -1.18348 -5.63179 2.04594 0.32
H 0.29852 -6.32299 2.70142 0.38
H 1.17610 -5.60688 -0.52238 0.40
H 2.51969 -3.68496 -1.29245 0.49
H 2.85788 -1.74785 0.17671 0.62
H 1.83866 -1.83785 3.59889 0.32
H 3.47181 -0.76954 4.42839 0.46
H 4.86074 1.23097 4.52816 0.42
H 4.78093 2.90945 2.68843 0.44
H 3.16300 2.58283 0.84849 0.49
H -0.27136 -2.45788 3.67922 0.41
H 0.72098 -3.79167 4.30689 0.35
H -0.80895 -4.12471 3.51736 0.47
```

Values from the calculation:
Largest force on an atom   1.4 eV/Å
Spin multiplicity   1
E_HOMO   -10.05 eV
HOMO-LUMO gap   6.1 eV
Net charge   +1
Energy   -75146.256 eV
Relative energy (zero: lowest compared OMol25 entry of this formula, charge and spin)   18.4 kcal per mole

This record from OMol25 describes a molecular structure, C18H31AsN2ReS6 in a non-equilibrium geometry. The level of theory is the ωB97M-V functional and the def2-TZVPD basis.

```
59
Properties=species:S:1:pos:R:3:mulliken_charge:R:1
Re 0.19751 0.06328 0.36768 -0.05
C -2.32049 2.23988 1.20028 -0.87
C -1.60839 2.57978 2.49798 -0.83
S 0.18451 2.19548 2.56388 0.14
C 0.34221 1.31358 4.15408 -0.87
C -0.46459 0.03228 4.24828 -1.02
S -0.28769 -1.03692 2.75918 0.17
C -2.02579 -1.53262 2.51838 -0.91
C -2.92069 -0.42932 1.99258 -0.74
S -2.21459 0.51938 0.57548 0.05
H -1.93219 2.83648 0.37328 0.40
H -3.38699 2.44878 1.30658 0.58
H -2.06109 2.08838 3.35538 0.45
H -1.67729 3.65988 2.63468 0.52
H 0.06711 2.00108 4.95438 0.54
H 1.41131 1.10518 4.23068 0.39
H -1.52789 0.22328 4.39848 0.55
H -0.10079 -0.57142 5.08108 0.58
H -2.39649 -1.89982 3.47608 0.55
H -1.97729 -2.37402 1.82588 0.28
H -3.16249 0.29988 2.76408 0.44
H -3.84889 -0.86252 1.61618 0.59
S 0.57251 2.37248 -0.31452 -0.17
C 0.21841 2.48178 -2.01542 0.54
C 0.13161 3.72598 -2.64062 -0.70
C -0.13359 3.78548 -3.99512 -0.68
C -0.33869 2.62108 -4.73122 -0.65
C -0.26049 1.38648 -4.11912 -0.79
C 0.02581 1.31108 -2.75942 0.19
S 0.15651 -0.23892 -1.99092 0.12
H 0.28241 4.62598 -2.06292 0.48
H -0.16979 4.74248 -4.49082 0.40
H -0.56159 2.68558 -5.78462 0.41
H -0.40989 0.47998 -4.68252 0.51
S -0.03919 -2.56592 0.15498 -0.33
C -0.66289 -3.01002 -1.36732 0.06
N -1.95089 -3.07182 -1.68262 -0.04
C -2.15849 -3.59342 -3.02722 -0.55
C -0.71709 -3.71692 -3.56102 -0.39
N 0.08081 -3.41622 -2.38382 0.05
H -2.70999 -2.91662 -1.04272 0.17
H -2.76599 -2.90432 -3.61802 0.31
H -2.67239 -4.55752 -2.98472 0.34
H -0.50579 -2.98932 -4.34992 0.25
H -0.48479 -4.71582 -3.93342 0.33
H 1.08591 -3.38012 -2.39952 0.20
C 3.61721 -1.07872 -0.70972 -1.09
As 2.62591 -0.19592 0.71218 0.92
C 3.67921 1.43388 0.93728 -1.10
C 3.10101 -1.26592 2.27548 -1.13
H 4.67221 -1.13952 -0.42702 0.46
H 3.52371 -0.50772 -1.63652 0.35
H 3.23351 -2.08622 -0.87062 0.27
H 4.70181 1.16718 1.22628 0.45
H 3.24821 2.09588 1.69068 0.32
H 3.71311 1.96438 -0.01642 0.37
H 4.18081 -1.22052 2.44128 0.47
H 2.81221 -2.30322 2.09678 0.35
H 2.58981 -0.90492 3.16838 0.29
```

Values from the calculation:
<S²>   3.778
Largest force on an atom   1.7 eV/Å
Spin multiplicity   4
E_HOMO (alpha / beta)   -12.82 / -13.48 eV
HOMO-LUMO gap (alpha / beta)   7.1 / 6.3 eV
Net charge   +2
Energy   -150117.560 eV
Relative energy (zero: lowest compared OMol25 entry of this formula, charge and spin)   12.4 kcal per mole

This record from OMol25 describes 12 unconnected molecules or ions with the total composition C47H135N20O23P7 in a non-equilibrium geometry. The level of theory is the ωB97M-V functional and the def2-TZVPD basis.

```
232
Properties=species:S:1:pos:R:3:mulliken_charge:R:1
C -10.19917 4.16742 -30.29568 -1.14
N -11.14013 3.62199 -29.21353 0.40
C -11.20342 2.16880 -29.14054 -0.75
P -12.35316 4.61289 -28.66985 0.22
O -13.56300 4.56894 -29.54277 -0.93
N -12.64335 4.02079 -27.05898 0.80
C -13.91318 4.36842 -26.46857 -0.84
C -11.61195 3.59813 -26.09759 -0.78
N -11.57230 6.19449 -28.50298 0.31
C -10.48495 6.33067 -27.59700 -1.02
C -12.32144 7.39821 -28.97418 -1.04
H -10.23169 3.51432 -31.16775 0.39
H -9.16254 4.08850 -29.96817 0.34
H -10.40316 5.18781 -30.62012 0.36
H -11.85125 1.86845 -29.96409 0.39
H -11.60463 1.86337 -28.17418 -0.17
H -10.19248 1.78352 -29.27340 0.45
H -13.94747 5.41956 -26.18219 0.44
H -14.75372 4.05898 -27.08973 0.42
H -13.95283 3.73431 -25.58289 -0.17
H -12.07245 2.78188 -25.54099 0.19
H -10.81588 3.16625 -26.70410 0.49
H -11.16542 4.35816 -25.45645 -0.18
H -9.73042 6.99876 -28.01225 0.35
H -10.77383 6.72168 -26.62141 0.29
H -10.01351 5.35866 -27.45194 0.28
H -11.60960 8.19600 -29.18615 0.38
H -12.99938 7.79524 -28.21863 0.27
H -12.74308 7.25264 -29.96873 0.29
C -10.81706 5.45026 -18.82281 -1.22
N -12.04173 4.96910 -19.45591 0.47
C -13.05806 4.60386 -18.47117 -1.02
P -12.70983 5.68379 -20.86930 0.25
O -13.06284 7.14076 -20.71076 -0.88
N -11.67222 5.37304 -22.10030 0.69
C -11.39294 6.32404 -23.25441 -1.19
C -11.06771 4.02819 -22.34955 -0.47
N -14.04659 4.70990 -21.35909 0.26
C -13.94938 3.19843 -21.49452 0.11
C -15.17149 5.25640 -22.09033 -0.93
H -10.66210 4.90531 -17.89163 0.39
H -11.05177 6.49727 -18.63097 0.43
H -9.92056 5.36997 -19.43759 0.23
H -12.75298 3.75260 -17.86259 0.25
H -14.03219 4.30931 -18.86158 0.29
H -13.30474 5.43180 -17.80653 0.41
H -11.14935 7.32082 -22.88673 0.39
H -10.53390 6.02221 -23.85360 0.45
H -12.19733 6.34961 -23.98954 0.24
H -11.37796 3.57092 -23.28910 0.04
H -9.98442 4.14517 -22.31959 0.68
H -11.36282 3.30796 -21.58648 -0.46
H -13.68807 3.00480 -22.53487 -0.35
H -13.32248 2.66598 -20.77925 -0.54
H -14.98727 2.89379 -21.36007 0.70
H -16.05115 4.74179 -21.70371 0.35
H -15.04264 5.05217 -23.15324 0.18
H -15.42782 6.29850 -21.89950 0.35
C -14.67771 -5.61071 -21.02538 -1.43
N -15.09164 -6.50093 -19.95790 0.52
C -15.04459 -7.90034 -20.28941 -1.28
P -15.19835 -5.87573 -18.30789 0.11
O -14.76178 -4.41580 -18.18501 -0.66
N -16.88442 -6.18028 -18.10891 0.11
C -17.82919 -5.07038 -17.73748 -1.03
C -17.51042 -7.50480 -17.89834 -0.83
N -14.46710 -6.90378 -17.23954 0.41
C -14.96497 -7.01144 -15.86648 -1.14
C -13.10261 -7.40297 -17.35635 -0.77
H -13.59667 -5.47149 -21.03355 0.47
H -15.10338 -4.60808 -20.98506 0.07
H -14.96244 -6.15170 -21.92780 0.71
H -14.36737 -8.08223 -21.12392 0.50
H -16.01859 -8.28500 -20.59183 0.24
H -14.60875 -8.49052 -19.48330 0.40
H -18.77500 -5.46242 -17.36350 0.40
H -17.37175 -4.55431 -16.89337 0.26
H -17.92285 -4.54850 -18.68983 0.32
H -16.97502 -8.25101 -17.31129 0.34
H -18.52259 -7.35753 -17.52163 0.34
H -17.51579 -8.04886 -18.84282 0.19
H -16.01021 -6.70369 -15.83695 0.39
H -14.93674 -8.02671 -15.47084 0.31
H -14.36728 -6.42819 -15.16600 0.32
H -12.44206 -6.58146 -17.07902 0.13
H -12.79821 -7.67056 -18.36820 0.17
H -12.86139 -8.25416 -16.71965 0.40
C -19.62296 2.08489 -23.14691 -0.93
N -19.54614 1.67767 -24.56412 0.43
C -20.81586 1.88431 -25.24135 -1.19
P -18.06816 1.44127 -25.49139 0.17
O -17.68840 2.59261 -26.27280 -0.97
N -16.91453 0.94317 -24.35277 1.22
C -17.10248 -0.10884 -23.43933 -1.18
C -15.96112 1.94800 -23.85893 -0.96
N -18.31987 0.06940 -26.47741 0.72
C -18.37740 0.16326 -27.94921 -1.20
C -19.08618 -1.08069 -25.93336 -1.01
H -20.32024 1.53486 -22.51496 0.36
H -19.90182 3.12254 -22.96350 0.35
H -18.64804 2.07639 -22.65951 0.06
H -21.65262 1.34529 -24.79708 0.34
H -20.81351 1.66868 -26.30981 0.27
H -21.05274 2.94745 -25.19999 0.40
H -16.62437 -0.99237 -23.86230 -0.29
H -16.71198 0.22478 -22.47793 0.52
H -18.16783 -0.18319 -23.22114 0.51
H -15.00630 1.49727 -23.58828 0.06
H -15.75949 2.68962 -24.63189 0.06
H -16.36103 2.53359 -23.03114 0.41
H -17.96454 -0.77721 -28.31411 0.32
H -19.41321 0.24531 -28.27856 0.32
H -17.96509 1.10359 -28.31514 0.37
H -20.16172 -0.98292 -26.08092 0.27
H -18.91722 -1.21814 -24.86535 0.24
H -18.71048 -2.00951 -26.36261 0.36
C -4.19438 -5.16941 -24.70243 -1.04
N -4.79022 -4.11890 -25.62629 0.23
C -3.72061 -3.54272 -26.51888 -1.03
P -6.40721 -4.34007 -26.25970 0.38
O -6.40136 -5.34974 -27.38023 -0.86
N -7.39887 -4.76254 -24.84688 0.12
C -7.35551 -3.98498 -23.57875 -1.08
C -8.60247 -5.55669 -25.10963 -0.75
N -6.87152 -2.75270 -26.67247 0.64
C -7.40510 -2.50217 -28.01749 -1.10
C -6.72724 -1.49809 -25.81016 -0.79
H -4.10886 -6.05050 -25.33842 0.36
H -4.86509 -5.43645 -23.88576 0.24
H -3.22668 -4.84983 -24.31578 0.36
H -2.84469 -3.25114 -25.93936 0.38
H -4.00906 -2.62140 -27.02491 0.27
H -3.35210 -4.27045 -27.24186 0.35
H -8.22964 -3.37407 -23.35344 0.23
H -7.31391 -4.68838 -22.74713 0.41
H -6.41966 -3.42706 -23.54696 0.43
H -8.29894 -6.38289 -25.75256 0.34
H -9.13907 -5.91662 -24.23178 0.25
H -9.37325 -4.95013 -25.58510 0.15
H -6.67341 -2.30839 -28.80183 0.28
H -7.98325 -3.34153 -28.40394 0.38
H -8.10607 -1.66773 -27.99666 0.18
H -6.21324 -1.47647 -24.84920 0.33
H -7.77551 -1.22514 -25.68877 -0.01
H -6.27611 -0.70458 -26.40593 0.48
C -10.64945 -3.27475 -16.17671 -1.47
C -11.20218 -3.71537 -17.54013 0.20
O -10.76945 -2.89630 -18.62439 0.08
P -9.70669 -3.45110 -19.70272 0.65
O -9.51103 -2.51468 -20.83477 0.04
O -8.36899 -3.76273 -18.78963 -0.48
C -7.59614 -2.66566 -18.32868 0.87
C -6.35444 -3.24733 -17.73352 -1.60
O -10.29212 -4.86604 -20.03897 -0.51
C -10.49874 -5.21434 -21.36248 0.98
C -10.84812 -6.67872 -21.37812 -1.53
H -10.40311 -4.18384 -15.62809 0.39
H -9.80345 -2.59083 -16.10870 0.22
H -11.45227 -2.72183 -15.68900 0.40
H -11.20279 -4.78840 -17.73168 0.15
H -12.28232 -3.58863 -17.61322 0.14
H -7.27418 -2.02602 -19.15045 -0.28
H -8.14757 -2.13643 -17.55154 0.07
H -5.90869 -4.06469 -18.30039 0.36
H -5.57396 -2.50085 -17.58613 0.40
H -6.56645 -3.75471 -16.79239 0.35
H -11.32715 -4.69047 -21.83934 0.10
H -9.57988 -5.11755 -21.94078 -0.45
H -10.10364 -7.39455 -21.02962 0.47
H -11.68224 -6.83073 -20.69311 0.13
H -11.11002 -6.99615 -22.38745 0.40
C -12.01119 -3.96840 -31.12937 -1.15
C -11.41699 -2.59024 -30.80233 0.03
O -12.34532 -1.82188 -30.10170 -0.41
P -12.51149 -1.98316 -28.49953 0.12
O -13.29614 -3.20141 -28.07131 -0.75
O -10.98056 -1.91514 -27.97595 0.11
C -10.75720 -1.88336 -26.62465 0.53
C -10.31334 -0.47495 -26.22155 0.53
O -13.07742 -0.59622 -27.96816 0.79
C -14.36541 -0.23027 -28.39316 -0.91
C -14.76460 1.06100 -27.71872 0.20
H -12.30049 -4.44647 -30.19350 0.28
H -12.86533 -3.91499 -31.80443 0.28
H -11.21222 -4.59421 -31.52695 0.42
H -10.50219 -2.85457 -30.27187 -0.01
H -11.16995 -2.01275 -31.69317 0.37
H -11.60375 -2.28689 -26.06912 -0.21
H -9.92528 -2.53492 -26.35730 -0.21
H -9.37427 -0.17227 -26.68484 0.31
H -11.05355 0.26263 -26.53166 -0.32
H -10.26577 -0.34797 -25.14001 -0.62
H -14.48275 -0.13836 -29.47292 0.29
H -15.08004 -0.95647 -28.00581 0.36
H -14.51347 0.87610 -26.67428 -0.42
H -14.14027 1.90104 -28.02306 -0.05
H -15.82177 1.32062 -27.77421 0.22
C -14.90707 -3.68586 -25.35741 -0.86
N -14.24680 -3.62660 -24.10081 1.31
O -13.16765 -4.15051 -24.05896 -0.59
O -14.87882 -3.26029 -23.13483 -0.53
H -15.94823 -3.39461 -25.21868 0.34
H -14.71690 -4.60915 -25.90464 0.30
H -14.33991 -2.92162 -25.88881 0.02
C -7.06209 1.02460 -20.98855 -0.97
N -8.43986 1.04806 -21.69552 0.51
O -8.50362 0.38187 -22.76715 -0.36
O -9.33324 1.54601 -21.04929 -0.16
H -7.06194 1.58429 -20.05323 0.32
H -6.35960 1.55112 -21.63459 0.35
H -6.73023 0.00694 -20.78278 0.26
C -11.69737 -0.87955 -22.35820 -0.54
N -12.30518 0.00098 -23.34931 1.10
O -13.34345 -0.38656 -23.90524 -0.33
O -11.68976 1.02111 -23.59482 -0.17
H -11.21519 -1.68930 -22.90583 0.22
H -12.58077 -1.27501 -21.85690 0.07
H -11.00557 -0.37945 -21.68040 -0.45
C -11.46661 1.36813 -18.53237 0.50
N -10.12365 0.98788 -18.02275 1.01
O -10.03356 -0.21317 -17.80569 -0.50
O -9.27358 1.82412 -17.83016 -0.62
H -11.97379 1.64234 -17.60734 0.72
H -11.85871 0.57783 -19.17252 -0.93
H -11.39500 2.25234 -19.16571 -0.35
C -13.82388 -1.93527 -19.56148 1.03
N -15.09687 -1.35476 -20.08785 0.99
O -15.05415 -0.22961 -20.60540 -0.54
O -16.16905 -1.94683 -19.95786 -0.57
H -13.19295 -1.05246 -19.66464 -1.25
H -13.48408 -2.77711 -20.16476 0.01
H -14.01878 -2.23587 -18.53204 0.47
```

Values from the calculation:
Largest force on an atom   3.6 eV/Å
Spin multiplicity   1
E_HOMO   -7.90 eV
HOMO-LUMO gap   7.6 eV
Net charge   0
Energy   -192839.312 eV

Question: Which value of net charge does entry 3 give?
Answer: 0